# 1
216
Properties=species:S:1:pos:R:3:mulliken_charge:R:1 method="wB97M-V/def2-TZVPD" total_energy_ev=-123383.520 orbital_gap_ev=8.9214 e_above_lowest_kcal_mol=20.8 e_homo_ev=-8.9 charge=0 spin_multiplicity=1
C 23.477 21.981 12.822 -0.8518
O 23.227 22.182 14.197 -0.1750
C 22.104 21.511 14.644 0.7655
C 21.830 21.952 16.089 -1.2089
N 21.465 23.396 16.213 0.5788
C 20.858 23.720 17.527 -0.2789
C 20.253 25.123 17.681 -0.8483
O 18.833 25.070 17.496 -0.2030
C 18.154 26.278 17.398 -0.4270
H 22.697 22.372 12.170 0.2610
H 23.697 20.928 12.646 0.3008
H 24.414 22.504 12.630 0.2955
H 22.328 20.453 14.781 0.2209
H 21.258 21.745 13.997 -0.5614
H 22.636 21.738 16.792 0.6958
H 20.996 21.356 16.458 0.2395
H 20.763 23.583 15.512 0.2841
H 21.602 23.682 18.323 0.4809
H 20.060 23.042 17.830 -0.2108
H 20.694 25.876 17.028 0.3551
H 20.548 25.449 18.678 0.5633
H 18.715 27.027 16.838 0.3611
H 18.002 26.767 18.360 0.3363
H 17.200 26.046 16.924 -0.2120
C 22.635 10.181 13.468 -0.7415
O 22.369 11.576 13.252 -0.3153
C 20.987 11.830 13.016 -0.7048
C 20.710 13.324 12.953 -0.7124
N 21.080 14.027 14.179 -0.0637
C 20.030 14.059 15.233 -1.2766
C 18.885 15.064 14.904 -0.5973
O 19.382 16.410 14.750 -0.1592
C 18.358 17.388 14.711 -0.6882
H 21.901 9.709 14.121 0.3170
H 23.553 10.025 14.034 0.2532
H 22.695 9.769 12.460 0.2763
H 20.448 11.257 13.770 0.3911
H 20.696 11.422 12.048 0.4088
H 19.723 13.635 12.611 0.4048
H 21.362 13.758 12.194 0.3602
H 21.972 13.648 14.464 0.2874
H 20.538 14.567 16.053 0.5084
H 19.664 13.139 15.688 0.3800
H 18.162 15.031 15.719 0.4990
H 18.306 14.742 14.038 0.2948
H 17.694 17.114 13.892 0.2212
H 18.750 18.390 14.536 0.0531
H 17.742 17.435 15.609 0.4801
C 9.943 18.204 9.648 -0.6171
O 10.261 19.391 8.951 -0.3723
C 11.655 19.619 8.680 -0.9743
C 12.703 19.851 9.786 -0.3560
N 12.233 21.017 10.525 -0.0695
C 12.634 20.960 11.927 -0.3494
C 12.067 22.275 12.558 -0.2122
O 10.683 22.162 12.603 -0.4738
C 10.001 23.326 13.023 -0.7533
H 10.216 18.277 10.701 0.2422
H 10.312 17.282 9.198 0.2772
H 8.864 18.057 9.610 0.2604
H 11.792 20.468 8.010 0.3610
H 11.916 18.716 8.128 0.4392
H 13.706 20.064 9.417 0.0666
H 12.772 18.875 10.267 0.4762
H 11.224 20.999 10.546 0.3046
H 13.722 20.913 11.976 -0.1392
H 12.228 20.115 12.484 0.4540
H 12.476 23.076 11.942 0.4437
H 12.412 22.269 13.591 -0.0213
H 9.765 23.986 12.188 0.2886
H 10.436 23.832 13.886 0.2483
H 9.040 22.928 13.347 0.3218
C 20.351 24.360 12.950 -1.3760
O 19.903 23.596 14.066 0.0353
C 18.484 23.532 14.245 -0.3853
C 17.826 22.843 13.099 -0.3498
N 18.106 21.408 13.036 1.4138
C 17.436 20.777 11.885 0.2022
C 18.146 21.104 10.554 -0.8090
O 19.590 20.880 10.671 -0.2264
C 20.078 19.595 11.013 0.8922
H 19.935 25.367 12.922 0.2410
H 20.099 23.839 12.026 0.4977
H 21.433 24.491 12.935 -0.1247
H 18.171 24.570 14.361 0.5457
H 18.348 22.940 15.150 -0.4337
H 18.065 23.317 12.147 0.3143
H 16.746 22.984 13.145 -0.1313
H 19.053 21.295 12.703 -0.5659
H 16.354 20.910 11.876 -0.6138
H 17.515 19.699 12.027 0.1307
H 17.881 22.086 10.162 0.2531
H 17.812 20.314 9.882 0.6116
H 19.938 18.970 10.131 -0.4175
H 19.730 19.195 11.965 0.1495
H 21.160 19.689 11.100 -0.4434
C 14.585 21.174 16.309 -1.1066
C 15.271 20.807 15.001 1.1191
O 16.589 20.371 15.153 -0.2089
O 13.334 21.754 15.999 -0.4953
H 15.116 21.837 16.993 0.2227
H 14.463 20.202 16.788 0.3452
H 15.269 21.679 14.348 -0.3147
H 14.766 19.977 14.507 0.3255
H 17.093 20.817 14.468 -0.4303
H 12.609 21.126 15.958 0.3122
C 25.684 24.171 15.394 -0.2855
C 24.518 25.081 15.870 -0.4036
O 23.381 24.945 14.997 -0.5928
O 25.326 22.804 15.558 -0.6108
H 26.591 24.439 15.934 0.4303
H 25.836 24.391 14.337 0.0722
H 25.006 26.045 15.728 0.2888
H 24.230 24.922 16.909 0.3379
H 22.818 24.238 15.321 0.0515
H 24.478 22.684 15.123 0.4337
C 17.664 26.888 11.684 0.2335
C 17.015 27.908 10.734 -0.7576
O 17.976 28.656 10.027 -0.5716
O 16.607 26.028 12.181 -0.2664
H 18.257 27.353 12.472 0.5563
H 18.385 26.302 11.114 -0.2415
H 16.320 28.598 11.214 0.2917
H 16.337 27.437 10.022 0.2575
H 18.176 28.128 9.251 0.3177
H 16.211 26.494 12.921 0.0371
C 14.915 23.926 9.912 0.6294
C 14.818 22.695 9.037 0.1142
O 13.460 22.549 8.708 -0.6705
O 16.176 24.131 10.535 -0.0930
H 14.219 23.852 10.747 -0.4206
H 14.688 24.883 9.440 0.2372
H 15.212 21.822 9.556 -0.3895
H 15.476 22.871 8.185 0.4609
H 13.036 22.004 9.374 0.4982
H 16.075 24.924 11.067 0.0114
C 16.661 16.996 10.568 0.0103
C 15.626 16.125 9.791 -0.6077
O 14.374 16.777 9.788 -0.3967
O 17.851 16.349 10.867 -0.1327
H 16.156 17.422 11.435 0.3672
H 16.876 17.831 9.901 -0.1099
H 15.415 15.274 10.438 0.3776
H 15.963 15.831 8.797 0.2091
H 13.683 16.115 9.862 0.2546
H 18.414 16.281 10.092 0.0536
C 21.133 16.392 7.904 0.0236
C 19.913 17.318 7.632 0.0020
O 18.687 16.641 7.840 -0.4889
O 21.319 15.490 6.751 -0.5728
H 20.857 15.889 8.830 0.0782
H 21.980 17.016 8.189 0.2389
H 19.967 17.559 6.571 0.4082
H 19.942 18.309 8.086 -0.2205
H 18.389 16.255 7.014 0.2847
H 21.843 14.727 7.004 0.3041
C 23.942 20.572 7.608 -0.7648
C 22.665 20.439 8.440 0.3925
O 21.653 19.879 7.685 -0.3926
O 25.028 20.888 8.458 -0.5268
H 23.904 21.316 6.812 0.3100
H 24.153 19.643 7.079 0.4056
H 22.340 21.462 8.625 0.1624
H 22.765 19.864 9.360 -0.0596
H 21.299 20.336 6.918 0.2287
H 25.566 20.097 8.543 0.2974
C 18.235 20.680 18.250 0.5358
C 17.035 19.805 18.561 -0.3787
O 16.914 18.917 17.469 -0.4920
O 18.454 21.519 19.374 -0.5822
H 18.152 21.169 17.279 -0.5730
H 19.138 20.108 18.036 0.4048
H 16.103 20.357 18.690 0.2513
H 17.240 19.129 19.391 0.3028
H 16.756 19.499 16.722 0.1925
H 19.334 21.335 19.712 0.3476
C 25.489 28.225 11.939 -0.8395
C 25.243 27.241 13.109 -0.2933
O 24.300 26.226 12.660 -0.5054
O 24.489 29.127 11.700 -0.5714
H 25.872 27.816 11.004 0.2808
H 26.282 28.867 12.323 0.3806
H 24.964 27.670 14.072 0.3096
H 26.175 26.744 13.379 0.3393
H 23.912 25.726 13.382 0.3590
H 23.706 28.587 11.569 0.5429
C 22.064 17.407 13.043 0.2302
C 22.760 17.003 14.346 -0.5056
O 21.804 17.211 15.379 -0.6041
O 21.591 16.308 12.271 -0.6049
H 22.642 18.017 12.348 0.4257
H 21.248 18.061 13.351 -0.2501
H 23.669 17.591 14.474 0.3819
H 23.040 15.951 14.289 0.2589
H 20.971 16.823 15.104 0.5012
H 21.277 15.642 12.887 0.3168
C 14.637 25.991 15.154 -1.0493
C 13.960 25.015 14.181 0.6661
O 13.191 25.756 13.221 -0.5832
O 15.504 26.865 14.487 -0.3720
H 15.101 25.518 16.020 0.2804
H 13.831 26.514 15.667 0.5264
H 13.335 24.338 14.763 0.3815
H 14.752 24.422 13.724 -0.4875
H 13.604 26.588 12.977 0.3413
H 15.401 27.773 14.783 0.2192
C 22.154 25.791 9.031 -0.6166
C 21.546 26.601 10.205 0.8816
O 22.436 27.410 10.928 -0.6140
O 22.789 24.596 9.534 -0.3366
H 22.955 26.393 8.603 0.3771
H 21.477 25.477 8.236 0.3628
H 21.023 25.918 10.874 -0.7769
H 20.688 27.182 9.867 0.2469
H 22.974 26.748 11.368 0.4386
H 23.560 24.420 8.990 0.1979


# 2
216
Properties=species:S:1:pos:R:3:mulliken_charge:R:1 method="wB97M-V/def2-TZVPD" total_energy_ev=-113033.908 orbital_gap_ev=9.3318 e_above_lowest_kcal_mol=55.9 e_homo_ev=-8.9 charge=0 spin_multiplicity=1
C 1.812 4.664 -1.403 0.2793
C 0.841 5.819 -1.128 0.4911
C -0.595 5.368 -0.918 -1.4847
O -1.016 4.521 -1.956 -0.1943
C -2.291 4.061 -1.739 -0.5052
N 1.202 6.636 -0.006 -0.4489
H 1.391 3.847 -2.027 -0.6049
H 1.922 4.161 -0.464 -0.4422
H 2.773 5.030 -1.814 0.6756
H 0.756 6.318 -2.091 0.1796
H -1.349 6.161 -0.941 0.5805
H -0.632 4.900 0.050 0.4774
H -2.966 4.956 -1.613 0.3743
H -2.260 3.488 -0.779 0.0598
H -2.555 3.499 -2.600 0.2334
H 2.081 7.085 -0.049 0.2323
H 0.542 7.267 0.335 0.1840
C 4.356 1.263 2.831 -1.4006
C 4.652 2.703 2.515 1.8503
C 4.175 3.605 3.713 -1.2854
O 2.821 3.774 3.812 0.1552
C 2.350 4.864 3.017 -1.2090
N 6.137 2.984 2.364 -0.8136
H 4.776 0.534 2.160 0.5037
H 3.273 1.201 2.980 -0.0531
H 4.787 1.003 3.752 0.6277
H 4.096 3.096 1.664 -0.7234
H 4.693 4.544 3.652 0.5276
H 4.506 3.138 4.635 0.0846
H 2.628 4.880 1.978 0.3916
H 2.590 5.813 3.560 0.2576
H 1.266 4.744 2.986 0.2783
H 6.279 3.845 1.827 0.3256
H 6.517 2.255 1.757 0.2998
C 1.355 2.110 -4.082 -0.5613
C 1.191 3.433 -4.656 1.7011
C 2.589 3.972 -5.075 -0.8402
O 2.457 5.182 -5.753 -0.4415
C 3.310 6.278 -5.314 -0.6430
N 0.379 3.426 -5.823 -0.6400
H 0.416 1.746 -3.634 -0.2606
H 2.181 1.894 -3.329 -0.4653
H 1.572 1.424 -4.912 0.6558
H 0.848 4.181 -3.909 -0.4071
H 3.003 3.162 -5.652 0.5601
H 3.123 4.048 -4.140 0.1301
H 3.088 6.504 -4.250 0.1957
H 3.028 7.033 -6.058 0.2616
H 4.333 6.066 -5.456 0.3213
H -0.642 3.406 -5.685 0.1926
H 0.578 4.246 -6.381 0.2950
C 2.800 1.729 7.314 -0.9540
C 1.430 2.449 7.123 0.2712
C 1.554 3.952 7.446 -0.5979
O 2.023 4.262 8.790 -0.3809
C 1.227 3.951 9.875 -0.6659
N 0.990 2.264 5.707 0.0738
H 3.514 2.137 6.591 -0.0059
H 2.684 0.679 7.070 0.2362
H 3.157 1.846 8.325 0.4158
H 0.638 1.995 7.741 0.4649
H 0.542 4.366 7.329 0.4671
H 2.240 4.431 6.750 0.0674
H 0.867 2.914 9.839 0.2835
H 0.347 4.621 9.953 0.2632
H 1.873 4.096 10.746 0.2560
H 0.160 2.770 5.538 0.2742
H 1.621 2.760 5.085 -0.2626
C -0.367 -4.521 -4.003 -1.0524
C -1.392 -5.122 -3.068 0.5691
C -0.822 -6.311 -2.323 -0.8414
O -1.806 -6.712 -1.356 -0.3513
C -1.212 -7.622 -0.406 -0.5891
N -1.952 -4.042 -2.234 0.9219
H 0.268 -5.366 -4.444 0.4642
H 0.289 -3.822 -3.492 0.1555
H -0.855 -4.034 -4.815 -0.0410
H -2.337 -5.464 -3.507 0.5751
H 0.207 -6.147 -1.871 0.1427
H -0.615 -7.147 -2.973 0.5940
H -1.915 -7.494 0.418 0.1777
H -0.236 -7.197 -0.103 0.2450
H -1.258 -8.648 -0.821 0.2898
H -2.541 -4.426 -1.479 -0.1455
H -1.224 -3.458 -1.824 -0.9053
C 1.349 1.624 0.804 0.2184
C 0.276 0.688 1.314 0.4075
C -0.170 -0.282 0.206 0.8320
O -1.124 0.443 -0.541 0.3024
C -1.660 -0.238 -1.640 0.4757
N 0.764 -0.119 2.401 0.7828
H 0.865 2.227 0.048 -0.2313
H 2.199 1.079 0.385 0.1357
H 1.775 2.237 1.580 -0.3350
H -0.628 1.204 1.587 0.2571
H -0.590 -1.264 0.609 -1.1673
H 0.681 -0.593 -0.383 0.0948
H -2.082 0.383 -2.421 0.1184
H -2.476 -0.962 -1.356 -1.1985
H -0.893 -0.793 -2.173 0.6767
H 1.119 0.462 3.138 -0.4533
H 0.015 -0.760 2.754 -0.5081
C -2.398 -2.317 -8.678 -1.0918
C -1.134 -1.523 -8.324 0.1944
C -1.048 -1.133 -6.885 0.6614
O -2.156 -0.259 -6.451 -0.4652
C -1.800 0.455 -5.275 -0.6061
N 0.147 -2.235 -8.532 -0.6230
H -3.209 -1.930 -8.053 0.1956
H -2.235 -3.375 -8.480 0.2688
H -2.602 -2.185 -9.766 0.3256
H -1.127 -0.690 -9.016 0.4946
H -0.031 -0.584 -6.719 0.0285
H -1.016 -1.989 -6.269 -0.7285
H -2.729 0.887 -5.046 0.3319
H -1.053 1.234 -5.454 0.2662
H -1.517 -0.266 -4.501 0.3962
H 0.024 -3.233 -8.256 0.2139
H 0.503 -2.152 -9.472 0.2455
C -4.097 2.275 1.583 -1.5095
C -4.622 0.952 1.058 0.3633
C -4.980 1.046 -0.455 0.1892
O -5.863 2.114 -0.708 -0.4865
C -6.370 2.123 -1.966 -0.5810
N -3.665 -0.112 1.184 1.2015
H -3.768 2.283 2.617 0.3286
H -4.883 2.981 1.363 0.5406
H -3.195 2.574 1.054 -0.0316
H -5.485 0.606 1.624 0.5230
H -5.416 0.099 -0.802 0.0666
H -3.976 1.081 -0.991 0.0636
H -5.595 2.385 -2.728 0.1483
H -7.099 2.962 -2.120 0.3054
H -6.895 1.213 -2.123 0.3375
H -2.922 0.037 0.493 -1.0276
H -3.212 -0.160 2.072 -0.3585
C 0.276 -2.838 6.194 -0.3437
C 1.077 -1.538 6.088 0.0097
O 0.289 -0.542 5.386 -0.2694
O -0.771 -2.701 7.147 -0.6919
H 0.947 -3.555 6.627 0.5473
H -0.046 -3.228 5.225 -0.1304
H 1.949 -1.879 5.543 0.1307
H 1.293 -1.230 7.114 0.2618
H 0.729 0.319 5.507 0.0380
H -1.574 -2.382 6.689 0.3613
C -4.102 -2.526 -4.951 0.1259
C -4.898 -1.300 -4.609 -0.9072
O -4.432 -0.816 -3.396 0.0606
O -4.315 -3.561 -3.967 -0.6798
H -3.022 -2.341 -5.068 -0.2402
H -4.414 -2.909 -5.951 0.2949
H -5.991 -1.522 -4.583 0.3039
H -4.695 -0.633 -5.392 0.5230
H -4.554 -1.482 -2.738 -0.0299
H -3.484 -3.612 -3.424 0.1869
C 3.271 -2.109 -2.301 -0.5497
C 3.422 -3.574 -1.772 -0.3277
O 4.521 -3.779 -0.945 -0.5302
O 3.123 -1.011 -1.280 -0.0374
H 2.482 -2.101 -3.029 0.4281
H 4.179 -1.857 -2.919 0.3613
H 3.523 -4.187 -2.695 0.5557
H 2.482 -3.852 -1.252 -0.1765
H 5.303 -3.775 -1.505 0.3399
H 3.069 -1.643 -0.520 -0.3966
C 5.058 1.788 -2.030 0.6860
C 5.965 0.793 -1.351 -0.0562
O 7.156 1.338 -0.803 -0.6338
O 4.815 2.778 -0.998 -0.4680
H 4.098 1.329 -2.386 -0.5789
H 5.517 2.215 -2.945 0.2926
H 6.273 0.041 -2.066 0.3890
H 5.398 0.297 -0.521 -0.1919
H 6.988 2.279 -0.707 0.4052
H 3.880 2.946 -0.923 0.0253
C -0.696 -5.172 2.240 -1.3533
C -0.821 -4.271 0.978 0.8312
O 0.297 -4.024 0.179 0.0099
O 0.010 -4.487 3.301 -0.3772
H -0.149 -6.067 2.010 0.6699
H -1.708 -5.419 2.566 0.3168
H -1.343 -3.380 1.333 -0.2606
H -1.488 -4.888 0.330 -0.2887
H 0.877 -3.366 0.673 -0.1873
H 0.603 -5.132 3.759 0.2644
C 3.564 -2.721 3.386 -0.2962
C 3.515 -2.715 1.844 -0.7650
O 2.340 -2.120 1.348 1.8419
O 2.558 -3.524 3.950 -0.6011
H 3.530 -1.686 3.802 -0.0618
H 4.529 -3.180 3.566 0.5350
H 3.504 -3.707 1.448 0.4690
H 4.377 -2.213 1.412 0.0920
H 1.928 -1.306 1.882 -0.5390
H 1.802 -3.412 3.388 0.2317
C -5.020 -3.203 -0.366 -0.4747
C -5.527 -3.335 1.033 -0.7889
O -5.995 -2.062 1.570 -0.6923
O -3.812 -2.386 -0.476 1.1315
H -5.751 -2.628 -0.954 0.1906
H -4.861 -4.164 -0.805 0.5711
H -4.686 -3.683 1.640 0.0512
H -6.424 -3.977 1.047 0.4745
H -5.270 -1.437 1.376 0.0243
H -3.858 -1.641 0.172 -0.8409
C -2.972 -2.199 3.881 0.9714
C -4.034 -2.018 4.965 -0.7715
O -3.381 -1.688 6.236 -0.5264
O -2.177 -0.983 3.724 -0.2893
H -3.399 -2.458 2.907 -0.8692
H -2.331 -3.030 4.085 0.2880
H -4.532 -3.012 5.172 0.3006
H -4.752 -1.269 4.613 0.4484
H -3.964 -1.063 6.705 0.2798
H -1.528 -0.942 4.425 -0.0604


What is the charge in the first record? 0